10
Properties=species:S:1:pos:R:3:forces:R:3 method="wB97M-V/def2-TZVPD" lumo_ha="-0.240 / -0.221" multiplicity=2 gap_ha="0.165 / 0.238" homo_energy_ev="-11.022 / -12.482" total_energy_ha=-2015.78987 total_charge=+1 relative_energy_kj_mol=424.3
O -0.7066 -1.4709 -0.8558 0.41 1.20 -0.48
C -0.7283 -2.1896 -1.9947 -0.38 -0.72 -0.97
Li -0.1961 0.2944 -1.0247 0.12 0.17 -0.21
Zn -1.2054 -2.0195 0.8054 -0.36 -0.64 1.18
H -1.4394 -3.0189 -2.0725 0.36 0.34 -0.03
H -0.3010 -1.7393 -2.8972 -0.08 -0.19 0.42
C 0.7169 3.6745 1.9521 -0.03 1.09 -0.88
C 0.7909 2.8366 1.0208 -1.28 -0.49 -0.26
C 0.4568 2.0221 0.0422 0.74 0.18 0.95
H 0.2720 4.5532 2.4363 0.50 -0.95 0.26


12
Properties=species:S:1:pos:R:3:forces:R:3 method="wB97M-V/def2-TZVPD" lumo_ha="-0.488 / -0.487" multiplicity=2 gap_ha="0.118 / 0.117" homo_energy_ev="-16.483 / -16.436" total_energy_ha=-654.39119 total_charge=+2
C -1.3289 -0.7689 -0.1940 0.23 -0.81 -0.85
C -0.0121 -0.7372 -0.3457 2.94 -3.28 3.02
H -1.8066 -1.7352 -0.3522 0.03 0.19 -0.03
O 0.7673 0.3559 0.0430 1.65 2.72 0.19
C 1.9560 -0.0319 0.4104 -2.84 -0.07 -0.17
O 2.9759 0.3926 -0.0701 3.00 0.89 -0.40
Mg 4.9200 0.2950 -0.0880 -0.88 0.13 0.01
O -1.8196 1.5943 0.1698 0.57 0.35 0.06
C -2.2829 0.3529 0.0534 -2.02 0.31 0.54
O -3.4645 0.1392 0.1736 1.57 -0.24 -0.37
H -0.8574 1.6535 0.2365 -0.25 0.06 -0.12
H 0.9529 -1.5101 -0.0367 -4.01 -0.25 -1.89


8
Properties=species:S:1:pos:R:3:forces:R:3 method="wB97M-V/def2-TZVPD" lumo_ha=-0.040 gap_ha=0.371 homo_energy_ev=-11.161 total_energy_ha=-208.81777 relative_energy_kj_mol=220.6
C 0.1099 0.5245 -0.9950 0.38 0.56 -0.10
C 0.8297 1.6011 -1.1674 -0.49 -0.64 0.05
C -0.3958 0.1033 0.3714 -0.04 0.04 0.15
C 0.3722 -1.0211 0.9228 0.44 -0.67 0.32
N 0.9832 -1.8950 1.3664 -0.55 0.74 -0.40
H -0.1210 -0.0712 -1.8797 0.10 0.05 0.05
H -1.4507 -0.1807 0.3078 0.17 0.04 0.01
H -0.3276 0.9391 1.0737 0.00 -0.11 -0.08


10
Properties=species:S:1:pos:R:3:forces:R:3 method="wB97M-V/def2-TZVPD" lumo_ha=0.041 gap_ha=0.391 homo_energy_ev=-9.525 total_energy_ha=-318.40281 relative_energy_kj_mol=215.1
C -0.2863 -2.0010 -1.8907 0.05 0.36 0.33
C -0.1983 -1.1576 -1.0363 -0.06 -0.39 -0.35
C -0.0704 -0.1399 -0.0429 -0.01 0.02 0.05
C 0.6847 1.0483 -0.0879 0.04 0.04 -0.05
N 0.5181 1.7002 1.0547 -0.05 -0.22 -0.15
N -0.3026 0.9159 1.7271 -0.08 0.02 0.25
N -0.6919 -0.1938 1.1391 0.16 0.11 -0.16
H -0.3649 -2.7481 -2.6493 0.01 0.12 0.14
H 1.3149 1.4312 -0.8771 -0.09 -0.05 0.12
H -0.6034 1.1448 2.6632 0.03 -0.02 -0.17


10
Properties=species:S:1:pos:R:3:forces:R:3 method="wB97M-V/def2-TZVPD" lumo_ha=0.025 gap_ha=0.380 homo_energy_ev=-9.670 total_energy_ha=-318.39544 relative_energy_kj_mol=234.4
C 0.3478 1.0354 -0.6714 -0.17 -0.83 -0.69
C -1.8585 0.1378 -0.6619 0.19 0.87 0.76
C 0.9175 -1.7870 1.5681 -2.25 -4.30 -1.31
C -0.8271 0.9849 -0.0566 0.21 -1.37 -2.20
N 1.3730 0.8332 -1.2818 -1.22 -1.51 2.56
N -2.7272 -0.5110 -1.0600 0.57 0.25 0.10
N 1.4824 -0.8799 1.8718 2.30 4.04 1.30
H 0.4559 -2.7135 1.2908 -0.07 0.26 0.01
H -0.8781 1.4098 0.8878 -0.61 0.56 1.59
H 1.7143 1.4903 -1.8868 1.05 2.03 -2.12


10
Properties=species:S:1:pos:R:3:forces:R:3 method="wB97M-V/def2-TZVPD" lumo_ha=-0.027 gap_ha=0.330 homo_energy_ev=-9.709 total_energy_ha=-318.28728 relative_energy_kj_mol=518.4
C -0.7005 -2.2707 1.2265 0.64 0.42 0.49
C 0.1239 -1.3036 1.3214 -0.66 -0.50 -0.20
C 0.1735 -0.2122 0.5148 -0.23 0.14 -0.21
C 0.2219 -0.2605 -0.9805 0.07 0.17 0.00
N 0.0290 1.1298 -1.3924 -0.04 0.23 0.30
N -0.1150 1.8540 -0.3991 0.12 -0.18 -0.39
N -0.0057 1.0927 0.7719 0.04 -0.37 0.20
H -0.6300 -0.8726 -1.2962 0.10 0.09 -0.20
H 1.1285 -0.6837 -1.4254 -0.14 0.10 0.17
H -0.2256 1.5269 1.6590 0.10 -0.09 -0.17


11
Properties=species:S:1:pos:R:3:forces:R:3 method="wB97M-V/def2-TZVPD" lumo_ha=-0.016 gap_ha=0.362 homo_energy_ev=-10.282 total_energy_ha=-393.60092 relative_energy_kj_mol=311.1
C -1.9938 0.0488 0.0873 -0.23 1.19 -0.13
C -0.4667 0.0552 0.0450 -5.21 -1.52 -0.83
C 2.0386 -0.3106 0.0646 -3.93 -2.67 0.14
C 1.5234 1.0944 0.1138 -0.41 -0.49 0.15
H 3.0531 -0.4969 0.2978 1.18 0.00 -0.48
H 1.7163 1.6607 0.9951 0.04 0.10 1.06
H 2.1579 1.5015 -0.6121 0.33 1.40 -1.59
N -3.1528 0.0096 0.0096 1.78 0.04 0.24
N -0.1842 -1.2054 0.0586 3.81 2.58 -0.65
N 1.2888 -1.3725 -0.1643 1.02 1.54 1.38
O 0.1001 1.2483 -0.2341 1.63 -2.17 0.71


11
Properties=species:S:1:pos:R:3:forces:R:3 method="wB97M-V/def2-TZVPD" lumo_ha=0.000 gap_ha=0.340 homo_energy_ev=-9.272 total_energy_ha=-393.60659 relative_energy_kj_mol=296.2
C -1.0827 -0.3052 0.6512 -0.71 0.54 6.13
C -0.1944 -0.5822 -1.1746 0.09 0.96 -1.96
C 0.7953 -0.0185 -0.3869 0.59 0.58 -2.77
C 1.9147 0.5438 -1.2174 4.95 7.96 -2.74
H -1.5758 0.0904 2.3971 -2.13 -1.66 -1.43
H -0.2972 -0.5448 -2.3556 0.83 -0.59 2.82
H 0.9436 0.3233 1.7971 -2.99 -0.27 -2.71
N -1.3530 -0.7866 -0.4497 0.64 -0.36 -3.01
N 0.2309 0.3336 0.9102 1.01 -1.99 -1.02
N 2.6746 1.4088 -1.8247 -6.40 -8.02 5.20
O -2.0559 -0.4627 1.6534 4.12 2.86 1.48